1.
{
  "formula": "C2H8CsN4O2",
  "method": "ωB97M-V with the def2-TZVPD basis set",
  "species": ["Cs", "C", "O", "N", "N", "H", "H", "H", "H", "C", "O", "N", "N", "H", "H", "H", "H"],
  "positions_angstrom": [[-12.935, 17.862, -0.559], [-10.727, 16.326, 2.466], [-11.369, 16.298, 1.404], [-9.605, 16.942, 2.732], [-11.254, 15.919, 3.585], [-9.020, 16.650, 3.502], [-9.086, 17.322, 1.953], [-10.521, 15.970, 4.278], [-12.050, 15.312, 3.450], [-14.560, 14.315, 2.318], [-14.668, 14.687, 3.420], [-13.840, 15.031, 1.506], [-15.032, 13.231, 1.772], [-13.679, 14.606, 0.604], [-13.629, 16.004, 1.673], [-15.507, 12.607, 2.410], [-15.114, 13.179, 0.767]],
  "lowdin_charge": [1.07, -0.73, -0.18, 0.17, 0.20, 0.12, 0.13, 0.12, 0.11, -0.84, 0.10, 0.13, 0.19, 0.10, 0.05, 0.13, 0.12],
  "charge": 1,
  "homo_lumo_gap_ev": 9.10,
  "e_lumo_ha": -0.1291,
  "homo_energy_ev": -12.62,
  "relative_energy_kcal_mol": 49.6
}

---

2.
{
  "formula": "C2H8HgNO",
  "method": "ωB97M-V with the def2-TZVPD basis set",
  "species": ["C", "Hg", "N", "H", "H", "H", "H", "H", "H", "H", "H", "O", "C"],
  "positions_angstrom": [[-2.032, 1.556, 0.889], [1.392, 0.121, -2.349], [1.578, -1.808, -0.653], [1.123, 1.092, -3.704], [2.525, -1.755, -0.263], [-2.705, 0.848, 0.435], [-2.358, 2.571, 0.673], [-1.030, 1.437, 0.453], [-2.018, 1.467, 1.973], [0.994, -2.077, 0.164], [1.626, -2.615, -1.289], [1.910, -0.462, 3.268], [1.267, -0.623, 2.335]],
  "lowdin_charge": [-0.06, -0.11, -0.22, -0.38, -0.06, 0.00, 0.01, 0.00, 0.01, -0.06, -0.05, -0.02, -0.04],
  "charge": -1,
  "homo_lumo_gap_ev": [3.56, 3.56],
  "e_lumo_ha": [0.1265, 0.1265],
  "homo_energy_ev": [-0.12, -0.12]
}

---

3.
{
  "formula": "C2H8IN2O",
  "method": "ωB97M-V with the def2-TZVPD basis set",
  "species": ["C", "C", "N", "N", "O", "I", "H", "H", "H", "H", "H", "H", "H", "H"],
  "positions_angstrom": [[1.391, -1.950, 0.302], [-1.118, 1.765, 0.143], [-1.346, 0.476, -0.035], [0.092, 2.234, -0.011], [0.655, -1.161, -0.607], [-3.313, -0.313, -0.031], [2.438, -2.073, -0.195], [0.747, -2.819, 0.472], [1.579, -1.305, 1.168], [-1.953, 2.505, 0.059], [-0.688, -0.382, -0.264], [0.979, 1.654, -0.050], [0.347, -1.845, -1.132], [0.193, 3.215, 0.182]],
  "lowdin_charge": [-0.09, -0.29, -0.39, 0.16, -0.15, 0.87, 0.13, 0.10, 0.09, 0.16, 0.05, 0.17, 0.06, 0.12],
  "charge": 1,
  "homo_lumo_gap_ev": 8.93,
  "e_lumo_ha": -0.1727,
  "homo_energy_ev": -13.62,
  "relative_energy_kcal_mol": 14.0
}

---

4.
{
  "formula": "C2H8IN4O2",
  "method": "ωB97M-V with the def2-TZVPD basis set",
  "species": ["I", "C", "O", "N", "N", "H", "H", "H", "H", "C", "O", "N", "N", "H", "H", "H", "H"],
  "positions_angstrom": [[0.980, -1.748, -0.182], [2.888, 1.910, 0.967], [3.238, 3.004, 1.357], [3.753, 1.143, 0.415], [1.658, 1.449, 0.814], [4.650, 1.572, 0.239], [3.462, 0.414, -0.221], [1.003, 2.215, 0.876], [1.493, 0.474, 0.611], [-3.427, -1.196, -0.705], [-4.584, -0.991, -0.870], [-2.890, -1.959, 0.208], [-2.499, -0.724, -1.415], [-1.915, -2.134, 0.405], [-3.638, -2.401, 0.723], [-1.595, -0.921, -1.011], [-2.577, -0.106, -2.211]],
  "lowdin_charge": [-0.25, -0.82, 0.00, 0.15, 0.13, 0.11, 0.07, 0.11, -0.17, -0.88, 0.04, 0.15, 0.16, 0.00, 0.11, -0.03, 0.12],
  "charge": -1,
  "homo_lumo_gap_ev": 8.42,
  "e_lumo_ha": 0.1288,
  "homo_energy_ev": -4.91,
  "relative_energy_kcal_mol": 33.1
}

---

5.
{
  "formula": "C2H8IO2",
  "method": "ωB97M-V with the def2-TZVPD basis set",
  "species": ["I", "C", "O", "H", "H", "H", "H", "C", "O", "H", "H", "H", "H"],
  "positions_angstrom": [[18.201, 30.623, 8.941], [15.264, 33.736, 8.134], [15.621, 32.582, 7.411], [14.961, 33.508, 9.163], [16.092, 34.454, 8.208], [14.431, 34.210, 7.615], [16.229, 32.067, 7.979], [19.478, 31.531, 4.818], [19.620, 30.433, 5.685], [19.777, 31.221, 3.812], [18.434, 31.867, 4.719], [20.089, 32.389, 5.127], [19.304, 30.696, 6.577]],
  "lowdin_charge": [-0.36, -0.21, -0.20, 0.07, 0.07, 0.06, -0.12, -0.21, -0.20, 0.06, 0.07, 0.07, -0.12],
  "charge": -1,
  "homo_lumo_gap_ev": 7.75,
  "e_lumo_ha": 0.1366,
  "homo_energy_ev": -4.03,
  "relative_energy_kcal_mol": 1.6
}

---

6.
{
  "formula": "C2H8N2",
  "method": "ωB97M-V with the def2-TZVPD basis set",
  "species": ["N", "C", "C", "N", "H", "H", "H", "H", "H", "H", "H", "H"],
  "positions_angstrom": [[0.009, -1.720, -0.429], [-0.532, -0.602, 0.356], [0.319, 0.582, -0.137], [-0.257, 1.909, 0.162], [0.855, -1.502, -1.062], [0.026, -2.691, -0.253], [-0.444, -0.777, 1.399], [-1.531, -0.586, 0.029], [0.285, 0.381, -1.234], [1.313, 0.349, 0.215], [-0.351, 2.007, 1.223], [0.308, 2.650, -0.270]],
  "lowdin_charge": [-0.06, -0.27, -0.31, -0.03, 0.09, 0.04, 0.09, 0.09, 0.11, 0.10, 0.10, 0.06],
  "smiles": "NCCN",
  "homo_lumo_gap_ev": 9.83,
  "e_lumo_ha": 0.0433,
  "homo_energy_ev": -8.65,
  "relative_energy_kcal_mol": 19.9
}

---

7.
{
  "formula": "C2H8N2",
  "method": "ωB97M-V with the def2-TZVPD basis set",
  "species": ["N", "C", "C", "N", "H", "H", "H", "H", "H", "H", "H", "H"],
  "positions_angstrom": [[-1.640, -0.390, -0.814], [-0.269, 0.103, -0.826], [0.745, -0.328, 0.267], [0.796, 0.640, 1.407], [-2.359, -0.137, -0.048], [-1.776, -1.311, -1.055], [-0.322, 1.288, -0.874], [0.157, -0.034, -1.806], [0.574, -1.393, 0.755], [1.721, -0.445, -0.256], [1.419, 0.404, 2.159], [0.954, 1.605, 1.090]],
  "lowdin_charge": [-0.03, -0.30, -0.29, -0.04, 0.11, 0.01, 0.14, 0.08, 0.13, 0.08, 0.04, 0.06],
  "smiles": "NCCN",
  "homo_lumo_gap_ev": 10.00,
  "e_lumo_ha": 0.0475,
  "homo_energy_ev": -8.71,
  "relative_energy_kcal_mol": 18.2
}

---

8.
{
  "formula": "C2H8N2O",
  "method": "ωB97M-V with the def2-TZVPD basis set",
  "species": ["C", "C", "N", "N", "O", "H", "H", "H", "H", "H", "H", "H", "H"],
  "positions_angstrom": [[1.725, 0.820, 0.585], [1.405, -0.619, 0.418], [-2.027, -0.597, -0.463], [-2.064, 0.538, -1.262], [0.565, -1.199, -0.310], [0.958, 1.536, 0.160], [1.923, 1.089, 1.634], [2.659, 1.040, 0.033], [1.969, -1.332, 0.950], [-2.139, -0.499, 0.592], [-0.801, -0.901, -0.443], [-1.551, 1.377, -0.982], [-2.622, -1.252, -0.913]],
  "lowdin_charge": [-0.04, -0.21, -0.16, -0.23, -0.01, 0.10, 0.09, 0.10, 0.10, 0.13, 0.11, -0.07, 0.10],
  "homo_lumo_gap_ev": [5.88, 5.88],
  "e_lumo_ha": [-0.0029, -0.0029],
  "homo_energy_ev": [-5.96, -5.96],
  "relative_energy_kcal_mol": 131.5
}

---

9.
{
  "formula": "C2H8N2O",
  "method": "ωB97M-V with the def2-TZVPD basis set",
  "species": ["N", "C", "O", "H", "H", "H", "C", "N", "H", "H", "H", "H", "H"],
  "positions_angstrom": [[-0.981, -1.478, 0.437], [-0.487, -2.683, -0.014], [0.542, -2.794, -0.615], [-0.368, -0.671, 0.349], [-1.562, -1.533, 1.243], [-1.252, -3.441, 0.214], [0.795, 2.113, 0.207], [0.367, 1.004, -0.682], [0.452, 1.870, 1.216], [1.871, 2.229, 0.210], [0.338, 3.071, -0.061], [0.871, 1.086, -1.561], [-0.587, 1.225, -0.944]],
  "lowdin_charge": [0.10, -0.43, 0.02, 0.05, 0.07, 0.12, -0.17, -0.08, 0.06, 0.07, 0.06, 0.07, 0.06],
  "smiles": "NC=O.CN",
  "homo_lumo_gap_ev": 10.55,
  "e_lumo_ha": 0.0340,
  "homo_energy_ev": -9.63,
  "relative_energy_kcal_mol": 22.4
}

---

10.
{
  "formula": "C2H8N2O",
  "method": "ωB97M-V with the def2-TZVPD basis set",
  "species": ["H", "N", "C", "N", "C", "H", "H", "H", "H", "H", "O", "H", "H"],
  "positions_angstrom": [[3.039, -0.757, 0.778], [2.412, -0.827, -0.015], [1.299, -0.257, 0.188], [0.364, -0.139, -0.837], [-0.953, -0.732, -0.558], [1.097, 0.362, 1.070], [0.808, -0.416, -1.702], [-1.594, -0.372, -1.352], [-0.933, -1.827, -0.614], [-1.342, -0.313, 0.355], [-2.170, 1.643, 0.837], [-1.924, 2.481, 1.278], [-2.820, 1.346, 1.496]],
  "lowdin_charge": [0.03, 0.07, -0.35, -0.08, -0.12, 0.12, 0.11, 0.07, 0.08, 0.04, -0.07, 0.06, 0.05],
  "smiles": "[H]/N=C/NC.O",
  "homo_lumo_gap_ev": 9.56,
  "e_lumo_ha": 0.0231,
  "homo_energy_ev": -8.93,
  "relative_energy_kcal_mol": 37.7
}

---

11.
{
  "formula": "C2H8N2O",
  "method": "ωB97M-V with the def2-TZVPD basis set",
  "species": ["N", "C", "C", "N", "O", "H", "H", "H", "H", "H", "H", "H", "H"],
  "positions_angstrom": [[1.403, -0.067, -0.680], [0.701, -0.393, 0.554], [-0.830, -0.266, 0.372], [-1.429, -1.013, -0.595], [-1.505, 0.229, 1.263], [1.311, 0.952, -0.877], [2.410, -0.310, -0.588], [0.909, -1.447, 0.825], [1.049, 0.262, 1.383], [-2.455, -1.002, -0.684], [-0.874, -1.494, -1.316], [-0.182, 2.227, 0.501], [-0.508, 2.322, -0.157]],
  "lowdin_charge": [-0.03, -0.24, -0.60, 0.14, -0.01, 0.06, 0.08, 0.12, 0.11, 0.12, 0.11, 0.06, 0.07],
  "smiles": "NCC(N)=O.[H][H]",
  "homo_lumo_gap_ev": 10.52,
  "e_lumo_ha": 0.0355,
  "homo_energy_ev": -9.55,
  "relative_energy_kcal_mol": 36.3
}

---

12.
{
  "formula": "C2H8N2O",
  "method": "ωB97M-V with the def2-TZVPD basis set",
  "species": ["C", "N", "C", "O", "H", "H", "H", "H", "H", "N", "H", "H", "H"],
  "positions_angstrom": [[-1.016, -1.182, -1.505], [-0.164, -0.271, -0.766], [-0.659, 0.567, 0.172], [-1.842, 0.686, 0.425], [-1.207, -2.093, -0.935], [-0.575, -1.398, -2.473], [-1.981, -0.706, -1.662], [0.834, -0.345, -0.843], [0.125, 1.127, 0.698], [2.694, 0.359, 1.471], [3.222, 1.226, 1.441], [3.202, -0.316, 0.910], [2.745, 0.021, 2.425]],
  "lowdin_charge": [-0.08, -0.04, -0.39, 0.00, 0.08, 0.08, 0.08, 0.11, 0.11, 0.01, 0.01, 0.01, 0.01],
  "smiles": "CNC=O.N",
  "homo_lumo_gap_ev": 10.17,
  "e_lumo_ha": 0.0269,
  "homo_energy_ev": -9.44,
  "relative_energy_kcal_mol": 15.1
}

---

Number 1: calculated total energy -470.49885 Ha. Number 2: calculated total energy -364.30261 Ha. Number 3: calculated total energy -563.14784 Ha. Number 4: calculated total energy -748.36418 Ha. Number 5: calculated total energy -529.24685 Ha. Number 6: calculated total energy -190.46717 Ha. Number 7: calculated total energy -190.46978 Ha. Number 8: calculated total energy -265.57361 Ha. Number 9: calculated total energy -265.74740 Ha. Number 10: calculated total energy -265.72301 Ha. Number 11: calculated total energy -265.72526 Ha. Number 12: calculated total energy -265.75909 Ha.